{
  "formula": "C3H7O2",
  "method": "ωB97M-V/def2-TZVPD",
  "elements": ["C", "C", "C", "O", "O", "H", "H", "H", "H", "H", "H", "H"],
  "xyz": [[-1.886, -0.844, -0.776], [1.353, 0.822, -0.132], [0.229, 0.442, 0.740], [0.287, -0.635, 1.442], [-1.284, 0.181, -0.661], [-2.723, -1.006, -1.476], [-1.439, -1.772, -0.387], [2.200, 0.085, 0.079], [1.518, 1.897, 0.002], [1.118, 0.760, -1.292], [-0.485, 1.232, 1.173], [1.113, -1.161, 1.288]],
  "spin_multiplicity": 1,
  "total_charge": 1,
  "fmax_ha_per_bohr": 0.0495,
  "gap_ev": 11.015,
  "e_tot_ev": -7310.2063,
  "e_above_lowest_kj_mol": 91.6,
  "e_homo_ha": -0.5799
}


{
  "formula": "C3H7O2P",
  "method": "ωB97M-V/def2-TZVPD",
  "elements": ["C", "C", "C", "O", "O", "P", "H", "H", "H", "H", "H", "H", "H"],
  "xyz": [[1.244, -1.032, -0.347], [0.605, -0.040, 0.592], [0.196, 1.230, 0.499], [-2.274, -0.684, 0.708], [-2.120, 1.572, -0.487], [-1.642, 0.230, -0.251], [2.278, -0.711, -0.379], [0.799, -1.034, -1.461], [0.465, -0.564, 1.635], [0.362, 1.780, -0.451], [-0.079, 1.669, 1.348], [-1.134, -0.289, -1.463], [1.299, -2.129, 0.057]],
  "spin_multiplicity": 1,
  "total_charge": 0,
  "fmax_ha_per_bohr": 0.1028,
  "gap_ev": 10.864,
  "e_tot_ev": -16606.9572,
  "e_above_lowest_kj_mol": 166.9,
  "e_homo_ha": -0.3886
}


{
  "formula": "C3H7O2S",
  "method": "ωB97M-V/def2-TZVPD",
  "elements": ["C", "S", "C", "H", "H", "H", "H", "H", "H", "O", "C", "O", "H"],
  "xyz": [[-0.674, -0.471, 2.114], [-0.239, -1.963, 1.195], [0.772, -1.238, -0.121], [0.172, -0.079, 2.653], [-1.079, 0.278, 1.427], [-1.477, -0.741, 2.791], [0.877, -0.176, 0.061], [0.295, -1.331, -1.083], [1.757, -1.689, -0.119], [0.172, 2.137, -3.427], [-0.085, 1.885, -2.242], [0.683, 1.677, -1.273], [-1.174, 1.712, -1.977]],
  "spin_multiplicity": 1,
  "total_charge": -1,
  "fmax_ha_per_bohr": 0.0177,
  "gap_ev": 7.187,
  "e_tot_ev": -18155.9696,
  "e_above_lowest_kj_mol": 62.2,
  "e_homo_ha": -0.1482
}


{
  "formula": "C3H7O2S",
  "method": "ωB97M-V/def2-TZVPD",
  "elements": ["O", "C", "C", "C", "S", "H", "H", "H", "H", "H", "H", "H", "O"],
  "xyz": [[1.376, -0.586, -1.874], [0.951, 0.500, -1.547], [-0.455, 0.852, -1.222], [-1.183, -0.003, -0.201], [-0.782, 0.549, 1.500], [1.659, 1.369, -1.509], [-0.982, 0.732, -2.184], [-0.527, 1.903, -0.969], [-0.828, -1.026, -0.299], [-2.254, 0.069, -0.355], [1.511, -1.938, 2.551], [0.407, -0.951, 2.825], [1.106, -1.469, 3.284]],
  "spin_multiplicity": 1,
  "total_charge": -1,
  "fmax_ha_per_bohr": 0.0236,
  "gap_ev": 6.820,
  "e_tot_ev": -18155.5992,
  "e_above_lowest_kj_mol": 98.0,
  "e_homo_ha": -0.1076
}


{
  "formula": "C3H7O3",
  "method": "ωB97M-V/def2-TZVPD",
  "elements": ["O", "C", "O", "H", "H", "C", "O", "C", "H", "H", "H", "H", "H"],
  "xyz": [[0.662, 1.139, -0.587], [-0.227, 1.532, -1.396], [-1.448, 1.561, -1.246], [0.199, 1.833, -2.393], [-0.458, 0.097, 0.353], [0.038, -1.749, 0.947], [-0.839, -0.662, 0.867], [1.487, -1.324, 1.190], [-0.253, -2.398, 1.777], [-0.052, -2.309, 0.003], [1.688, -0.578, 0.422], [1.607, -0.915, 2.187], [2.207, -2.129, 1.067]],
  "spin_multiplicity": 1,
  "total_charge": -1,
  "fmax_ha_per_bohr": 0.0158,
  "gap_ev": 8.716,
  "e_tot_ev": -9368.3905,
  "e_above_lowest_kj_mol": 74.1,
  "e_homo_ha": -0.1653
}


{
  "formula": "C3H7O3",
  "method": "ωB97M-V/def2-TZVPD",
  "elements": ["C", "C", "O", "O", "H", "H", "H", "C", "O", "H", "H", "H", "H"],
  "xyz": [[-1.482, 1.689, -1.694], [-0.638, 0.989, -0.654], [-0.416, -0.251, -0.937], [-0.094, 1.610, 0.241], [-1.258, 1.283, -2.686], [-1.375, 2.770, -1.683], [-2.551, 1.528, -1.572], [1.527, -1.654, 1.824], [0.780, -2.069, 0.684], [0.415, -1.353, 0.144], [1.084, -2.182, 2.660], [2.613, -1.789, 1.778], [1.394, -0.571, 1.894]],
  "spin_multiplicity": 2,
  "total_charge": 0,
  "fmax_ha_per_bohr": 0.0573,
  "gap_ev": [10.856, 6.122],
  "e_tot_ev": -9364.1714,
  "e_above_lowest_kj_mol": 118.0,
  "e_homo_ha": [-0.3726, -0.3713]
}


{
  "formula": "C3H7O4P",
  "method": "ωB97M-V/def2-TZVPD",
  "elements": ["O", "P", "O", "C", "C", "O", "C", "O", "H", "H", "H", "H", "H", "H", "H"],
  "xyz": [[-1.971, 0.887, -1.645], [-0.504, 0.907, -1.637], [0.124, 2.074, -2.672], [0.408, 1.103, 0.014], [0.443, 0.150, 0.977], [1.209, 0.251, 2.029], [-0.501, -1.081, 1.073], [-0.453, -1.710, 2.370], [-0.014, -0.351, -2.148], [-0.581, 2.661, -2.976], [1.238, 1.710, -0.011], [0.879, -0.493, 2.621], [-0.181, -1.914, 0.328], [-1.475, -0.783, 0.713], [-1.126, -1.484, 2.999]],
  "spin_multiplicity": 1,
  "total_charge": 0,
  "fmax_ha_per_bohr": 0.0679,
  "smiles": "O=[P@@H](O)/C=C(/O)CO",
  "gap_ev": 9.719,
  "e_tot_ev": -20703.2080,
  "e_above_lowest_kj_mol": 26.0,
  "e_homo_ha": -0.3434
}


{
  "formula": "C3H7O4S2",
  "method": "ωB97M-V/def2-TZVPD",
  "elements": ["C", "C", "C", "O", "O", "O", "O", "S", "S", "H", "H", "H", "H", "H", "H", "H"],
  "xyz": [[-0.154, 2.129, 0.408], [0.066, 1.290, -0.840], [0.638, -0.627, -0.275], [-0.693, -2.151, 1.599], [-1.001, -2.506, -0.819], [-1.955, -0.568, 0.205], [1.179, -1.311, -1.312], [1.719, -0.592, 1.194], [-0.912, -1.564, 0.264], [0.722, 1.879, 1.036], [0.103, 3.134, 0.178], [-1.165, 1.904, 0.654], [0.752, 1.675, -1.533], [-0.874, 1.029, -1.254], [0.725, -2.197, -1.318], [0.850, -1.522, 1.812]],
  "spin_multiplicity": 1,
  "total_charge": -1,
  "fmax_ha_per_bohr": 0.0789,
  "gap_ev": 8.572,
  "e_tot_ev": -33084.7712,
  "e_above_lowest_kj_mol": 224.4,
  "e_homo_ha": -0.1897
}